# 1
Here is a structure of composition C27H42F5MnO18SV from the Open Molecules 2025 dataset. Energies are from the ωB97M-V functional and the def2-TZVPD basis.

Atoms and positions in Å:
O: -0.8611 4.5773 -0.6236
O: -5.5688 -0.2133 -1.4684
H: 1.5003 2.8442 2.7603
C: 2.9114 -1.6317 4.1012
Mn: 0.9805 0.6723 -0.6812
C: -0.9792 5.8280 -1.3041
F: -0.9768 -6.4535 3.4014
H: -5.7773 1.6093 0.7635
H: 3.8354 3.2835 0.5866
C: 0.5633 4.3472 -2.5569
H: 3.5217 2.9132 -1.1977
O: -3.6862 0.6729 -0.9261
F: -1.6436 -7.0133 1.4023
H: -0.8450 6.7062 -0.6726
C: -0.2001 -3.6459 -2.9783
H: 4.5595 1.9592 -0.2744
O: -1.6590 3.2031 2.2511
F: -2.8577 -7.4946 3.1932
C: 0.1857 4.4981 2.9382
O: -2.4267 -3.9117 1.7710
O: -3.2792 -1.7368 0.6584
H: -0.1929 1.8908 1.3943
H: 1.4890 0.2480 -4.6786
S: -3.1757 -4.9776 2.4318
C: 0.0975 5.7993 -2.3833
H: -2.4156 2.3252 -1.0257
O: -0.1393 2.4721 -1.0391
H: 0.8036 1.8025 -4.3995
H: -0.2539 6.1273 -3.3616
O: 0.0239 -2.7137 2.2037
C: 0.4909 3.0072 3.1381
H: 5.9537 -2.8621 -1.6936
H: 5.6845 -2.6960 0.8486
H: 3.1060 -3.2171 -1.9785
H: 0.7794 5.0248 2.1911
H: 0.0270 -4.6930 -3.1785
H: -1.9410 5.9838 -1.7926
H: 2.6558 0.6488 3.4257
H: -1.1166 1.4515 2.9135
O: -2.3900 -3.5141 -2.2711
C: -5.4978 1.8812 -0.2543
H: -6.2615 2.3151 -0.8997
O: 3.8700 -1.8543 0.5844
H: 0.3311 2.7339 4.1811
H: -2.7410 -4.4258 -4.0995
H: 5.6422 -1.1171 -0.0321
C: -0.2258 3.6591 -1.3718
H: 2.5296 -1.2628 5.0532
O: 1.9378 -1.3295 -0.4620
C: 5.0647 -3.0050 -1.0793
H: 4.8814 -4.0683 -0.9249
H: 1.7977 -3.6815 4.2007
H: -0.6802 -3.5126 -5.0295
H: 0.1135 3.8816 -3.4338
C: -3.1412 1.8327 -0.3783
H: -0.1842 0.4260 -4.5036
O: 1.0393 0.3416 -2.7861
C: 3.6392 2.5358 -0.1819
C: 3.8007 -2.4113 -1.7412
H: 3.8682 -1.7060 -2.5695
C: -1.3006 4.4873 2.5239
C: 3.0550 -1.8631 -0.4934
C: -1.0874 -3.4972 -1.8057
C: -4.9721 0.7067 -0.9427
C: -0.5942 2.2253 2.3509
H: 0.2243 4.9016 3.9500
O: 1.2683 -0.8358 2.7096
H: 0.9774 6.4110 -2.1838
C: -4.3163 2.8192 -0.1904
C: 0.7532 0.7666 -4.0639
H: 2.8544 -3.3278 2.8396
C: 5.1539 -2.0792 0.1233
H: -1.0200 -1.9747 -4.0250
C: 2.5694 -0.4055 3.1626
C: -2.4601 -3.4607 -3.6778
O: -2.0745 5.4199 2.2228
C: 2.1902 -2.8779 3.5776
H: -4.3166 3.5536 -0.9958
H: 3.9689 -1.8774 4.1983
O: -0.8774 -3.2872 -0.6149
H: -4.3822 3.4054 0.7262
O: -3.4776 -4.5994 3.7816
C: -1.0280 -3.0621 -4.0999
C: -2.0766 -6.6341 2.6150
H: -2.7149 1.5849 0.5938
F: -0.6937 -0.2415 0.1272
H: -3.0905 -2.6392 -4.0179
F: -2.1078 -1.0225 3.0295
H: 3.1424 -0.3458 2.2373
V: -1.7341 -1.8940 1.0458
C: 1.0473 -2.1908 2.7012
H: 0.6507 -3.0019 -2.7554
O: -4.3325 -5.3884 1.6213
H: 1.6398 4.1766 -2.5588
O: 2.5945 1.6943 0.1273

Atomic forces in eV per Å
O -0.63 -0.41 -0.14
O -0.44 0.84 0.23
H -0.03 -0.63 0.31
C 0.37 1.14 0.83
Mn 0.77 0.06 -1.24
C 0.61 0.73 -1.05
F -0.57 -0.19 -0.48
H -0.59 -0.07 -0.24
H -0.13 0.59 -0.06
C -2.30 -0.56 1.17
H -0.03 0.97 -0.17
O 2.48 -0.07 -0.77
F -0.18 -0.61 0.41
H 0.06 -0.60 0.64
C 0.93 0.74 0.37
H 0.73 -0.22 0.16
O -0.27 1.18 -0.41
F -0.28 -1.36 0.06
C -1.64 -0.67 1.05
O 1.59 -0.37 -0.63
O 3.60 0.11 0.10
H -0.67 0.16 -0.09
H 0.36 0.08 -0.88
S -1.90 0.59 -0.66
C 1.23 -0.01 -1.39
H 0.09 -0.81 0.07
O -0.96 3.29 -0.58
H 0.23 0.87 0.70
H -0.30 0.32 0.19
O 3.37 1.62 0.90
C -0.12 -0.30 -0.60
H -0.02 -0.26 -0.06
H 0.19 0.70 0.65
H 0.10 -0.04 -0.83
H -0.03 0.00 0.23
H 0.29 0.01 0.28
H -0.32 -0.65 0.33
H -0.98 -0.32 1.22
H 0.78 -0.60 -0.22
O 0.75 0.15 1.37
C -0.50 1.40 -0.20
H -0.61 -0.26 0.67
O -1.77 -0.12 -0.23
H 0.61 0.14 0.08
H -0.33 0.00 0.17
H 0.17 -0.17 -0.32
C 2.71 -1.67 0.45
H 0.06 -0.64 0.37
O 2.67 -2.19 0.20
C -0.46 1.72 -1.86
H 0.31 0.20 0.68
H -0.02 0.54 0.30
H -0.32 0.64 -0.27
H 0.31 0.02 -0.24
C 0.38 1.97 1.55
H -0.83 -0.24 0.29
O -0.44 0.66 1.10
C -0.39 -1.45 -0.43
C -1.22 -1.14 1.53
H 0.01 0.11 0.35
C -1.39 0.94 -2.60
C -2.12 3.07 -0.90
C -2.79 0.54 1.32
C -1.96 -3.07 -1.15
C 0.12 1.02 1.08
H 0.30 0.89 -0.38
O -1.51 -0.69 -0.74
H -0.19 0.17 0.42
C 0.01 0.23 0.09
C 0.84 -1.54 -0.15
H 0.00 -0.29 -0.08
C 2.13 -2.11 0.84
H 0.56 -0.01 -0.55
C 0.60 -2.67 -1.68
C 1.19 0.30 -1.11
O 2.27 -2.24 1.51
C -1.10 1.61 -2.41
H -0.13 -0.08 -0.22
H 0.08 0.49 0.07
O 0.18 0.05 -1.55
H 0.73 -0.19 0.09
O 0.21 -0.84 0.75
C -0.40 -0.51 0.38
C 0.04 3.76 -0.46
H 0.34 -0.02 -0.22
F -0.58 -1.25 0.76
H -0.59 -0.44 0.41
F 0.98 -0.64 -2.50
H 0.42 -0.55 0.01
V -4.20 0.73 1.78
C -1.40 0.13 0.75
H 0.48 -0.48 -0.20
O 1.70 -0.47 0.79
H -0.26 -0.22 0.36
O -1.03 -0.53 0.47

- Strongest force on any atom: 4.62 eV Å⁻¹
- Expectation value of S²: 12.0542
- Gap between HOMO and LUMO (spin up / spin down): 7.2 / 7.4 eV
- E: -146968.6502 eV
- 2S+1: 7
- Energy relative to the best compared isomer or geometry (same formula, charge and spin): 46.69 kJ/mol
- Net charge: -1

Mulliken population analysis, charges in e, atoms 1 to 5: -0.043, -0.705, 0.034, -0.804, 1.220

---

# 2
Here is a cluster of 2 separate species, C5H8BrI in total from the Open Molecules 2025 dataset. Energies are from the ωB97M-V functional and the def2-TZVPD basis.

Atoms and positions in Å:
C: 2.3365 -0.1977 0.0413
C: 0.0750 -0.2826 0.0348
I: 3.0541 1.7079 0.3575
H: 0.1057 1.5500 -1.0577
H: 0.2766 0.0950 -2.0577
C: -0.2155 0.5173 -1.1851
H: -1.2923 0.5215 -1.3786
C: -0.2524 0.3037 1.3589
H: -0.0020 -1.3545 -0.0629
Br: 4.8824 -1.5457 -0.1498
H: 2.4536 -2.2643 -0.2964
C: 2.9558 -1.3267 -0.1290
H: -1.3306 0.4642 1.4331
H: 0.2295 1.2751 1.4790
H: 0.0551 -0.3507 2.1671

Atomic forces in eV per Å
C -3.68 0.43 0.19
C 3.67 0.43 -0.07
I 0.04 -0.26 -0.05
H 0.02 0.05 0.00
H -0.01 0.01 -0.05
C -0.14 -0.09 -0.11
H -0.09 0.05 0.02
C -0.10 -0.04 0.01
H -0.06 -0.18 0.00
Br -0.53 0.08 0.00
H -0.05 -0.11 0.02
C 1.04 -0.39 -0.11
H -0.13 0.02 0.02
H -0.01 0.02 -0.01
H 0.02 -0.03 0.13

- Strongest force on any atom: 3.71 eV Å⁻¹
- Gap between HOMO and LUMO: 9.2 eV
- E: -83455.0426 eV
- Energy relative to the best compared isomer or geometry (same formula, charge and spin): 154.87 kJ/mol
- Net charge: 0

Mulliken population analysis, charges in e, atoms 1 to 5: -0.188, 0.145, 0.142, 0.268, 0.317

---

# 3
Here is a structure of composition C35H45N5O20S5 from the Open Molecules 2025 dataset. Energies are from the ωB97M-V functional and the def2-TZVPD basis.

Atoms and positions in Å:
S: -3.7641 3.7234 1.8590
C: 2.8752 -3.1809 -0.8158
C: 1.0579 -2.5842 -3.9114
C: -4.1202 -0.1012 -3.3290
H: 0.3687 2.2868 2.5586
H: 2.4815 -5.2748 -1.1776
H: -5.5361 1.6810 -3.6762
C: -2.2801 1.7509 1.1924
H: 5.9620 1.3907 -4.4036
O: -6.7138 -2.2568 -2.0614
H: -2.5967 5.8370 -0.2105
O: 3.8928 3.7948 -1.5527
O: -3.2673 5.0753 2.1630
S: -0.2007 -4.7070 -3.6199
C: 5.8029 1.8143 -3.4264
C: 1.4293 -3.5128 3.9579
H: 0.4628 5.4185 0.2586
O: -2.5980 2.7538 2.2696
O: 0.3308 -4.5363 -5.0363
O: -5.4180 -0.6318 -0.6530
H: -1.3218 6.9764 -0.5431
H: -4.2345 1.3208 0.4178
H: 1.3449 -0.9832 1.2051
O: -6.4072 0.0695 -2.7214
O: 4.7233 1.4885 -1.4806
C: 0.1533 -2.6729 5.6012
H: 6.5630 2.4641 -3.0665
C: 0.5943 -0.2091 -0.6098
S: -5.8653 -1.1338 -1.9463
C: 1.5390 -3.6741 -4.9377
H: -0.5104 0.6107 -2.3011
C: 0.4348 -0.8471 0.5915
C: -1.5922 5.9267 -0.5662
C: 4.1249 1.8985 2.6932
C: 1.4570 2.2961 2.6423
C: -4.0597 -1.7438 2.7576
N: 3.3705 1.3427 3.6886
C: -4.8499 0.3851 3.4069
H: 1.8654 -2.9289 -0.5340
C: 2.2573 -1.6650 5.1257
O: 2.5137 1.9348 -2.4947
H: 0.5786 -1.7829 -4.4410
C: -0.8384 -1.4164 0.9078
O: -3.6973 3.3859 0.3436
H: 1.6571 -3.2979 -5.9525
O: 0.1835 -3.2830 -3.0172
C: 5.3978 -3.8005 -1.5076
C: -0.5717 -0.0318 -1.3876
C: 5.3802 0.6894 -2.4493
H: -3.3789 1.5745 4.5227
H: 5.2083 1.5992 2.6386
C: -2.9448 -1.5556 3.6094
H: 3.6921 -1.1631 -0.6249
C: 4.4775 -4.8109 -1.5370
C: -5.0654 -0.7993 2.6911
O: 4.5926 2.5673 -3.5897
H: 6.2322 0.2093 -1.9653
O: -0.5467 3.8817 -0.6932
C: 2.2522 2.9751 1.7053
C: 3.2181 -4.4766 -1.1711
H: 2.3961 -4.2935 -4.5893
H: 1.6280 -4.1516 3.0884
H: -0.9246 4.6881 1.0669
N: 0.2947 -3.5621 4.6332
H: 1.5505 0.2519 -0.8434
H: 3.0074 -0.9173 5.3510
S: 3.7838 2.5363 -2.2330
O: -1.6491 -4.8225 -3.6039
O: -4.5171 -1.3449 -2.7995
O: 0.3070 4.3009 -2.9881
H: 4.2341 3.3841 1.0530
H: -0.9296 -1.9703 1.8146
H: -3.5124 -0.3651 -4.1492
H: 1.9054 -2.1710 -3.2921
N: -1.7635 -0.5173 -1.0296
H: -5.7549 0.1113 -4.6716
H: -3.5652 0.5129 -2.5309
H: -5.5663 1.2130 3.3476
N: 5.1909 -2.5330 -1.0512
H: -2.9034 1.8436 -0.7753
H: 4.6761 -5.8366 -1.7362
H: -0.7746 -2.7918 6.1856
H: -5.9757 -1.0391 2.1552
C: -3.3756 1.9548 0.1542
O: 0.6025 -5.6882 -2.9458
C: 3.6289 2.7890 1.7009
H: 1.4199 1.1204 4.4129
H: -2.2978 0.7405 1.6962
C: 3.8550 -2.1939 -0.8301
C: -5.4392 0.5968 -3.7596
H: -4.0767 -2.7345 2.2909
H: -2.3399 -2.4071 3.9099
O: -1.4703 5.6730 -2.0379
H: -1.2381 2.0467 0.9921
H: 0.9528 -1.0567 6.7207
N: -2.7098 -0.4666 4.2516
H: 1.8232 3.5996 0.9201
C: -0.5588 5.0561 0.1178
C: 1.0885 -1.7094 5.8815
H: 4.7084 -0.0438 -2.9230
C: -3.6518 0.5728 4.1280
C: 2.4914 -2.6301 4.1343
O: -1.9200 3.2510 -2.5140
C: 2.0264 1.5098 3.6154
C: -1.8966 -1.3401 0.0104
H: -2.8242 -1.8961 0.1114
S: -0.9007 4.1752 -2.2299
O: -4.9811 3.2832 2.4541
H: 3.3962 -2.8044 3.5693
H: 6.4535 -3.9849 -1.6290

Atomic forces in eV per Å
S 1.56 1.74 2.13
C 0.12 0.79 -0.18
C 2.08 -0.70 0.30
C 0.07 2.16 1.77
H 0.24 0.39 0.14
H -0.21 0.30 0.15
H 0.36 -0.33 -0.35
C 0.35 -0.11 2.57
H 0.67 0.11 -0.35
O 0.05 -0.14 0.02
H -0.53 -0.62 -0.01
O -0.21 -1.06 -0.42
O -1.28 -2.25 -1.28
S -2.99 -1.68 2.92
C -1.11 -1.81 -0.78
C 1.27 -0.19 -1.62
H -0.25 0.42 -0.42
O 0.21 -0.90 -0.20
O 1.24 1.06 -1.58
O -0.90 -0.99 -1.09
H -0.01 0.17 0.40
H 0.14 0.32 -0.64
H -0.93 0.06 0.10
O -0.25 1.52 -1.76
O -0.78 0.06 0.79
C -1.06 -0.47 0.59
H 0.82 0.28 0.31
C -0.76 0.56 -0.33
S 2.28 0.42 2.41
C -0.58 -0.08 0.36
H -0.29 -0.60 0.79
C -0.62 -0.95 0.50
C 1.10 1.74 -1.31
C 0.10 -0.12 0.14
C -0.60 0.07 -1.06
C 0.59 -0.98 0.44
N 0.20 0.18 -1.58
C 0.60 0.85 0.40
H -0.19 -0.01 -0.08
C 0.85 -0.20 -0.08
O 0.43 0.32 0.20
H -0.65 0.32 0.00
C 1.29 -0.23 -0.29
O -0.46 -0.06 -1.37
H 0.28 0.04 0.24
O 0.08 0.49 -0.59
C 1.64 1.82 1.65
C 0.36 0.69 0.25
C 1.14 0.77 -0.65
H -0.27 -1.07 0.00
H -1.17 0.43 0.47
C -1.40 -1.21 -0.49
H -0.31 0.64 0.38
C -0.05 0.31 -0.06
C 0.78 -0.50 0.39
O -0.15 0.24 0.21
H -0.26 -0.08 -0.06
O 0.26 -0.37 -0.63
C -0.09 -0.32 -0.10
C -1.75 -0.43 0.32
H -0.66 0.49 -0.23
H -0.84 -0.54 0.48
H -0.12 0.32 0.41
N 0.05 -0.32 -0.61
H -0.24 -0.11 -0.39
H 0.02 0.06 -0.03
S -0.79 0.78 0.62
O 2.44 0.14 -0.35
O -1.11 -0.74 0.18
O -1.06 -0.45 0.08
H 0.52 -0.18 -0.42
H -0.10 -0.36 0.50
H 0.88 0.20 -0.94
H -0.82 -0.46 -0.73
N -0.02 -0.14 -1.75
H -0.34 0.56 -0.46
H -0.64 -1.03 -1.26
H 0.32 -0.47 0.15
N -2.47 -0.43 -1.24
H -0.21 -0.10 -1.59
H 0.57 -0.46 -0.43
H 0.53 0.34 -0.20
H 0.06 0.39 -0.11
C 0.45 0.56 2.23
O -0.40 0.44 -0.23
C -0.84 -0.89 1.92
H -0.05 -0.45 0.15
H -0.08 1.13 -0.68
C 2.39 -2.15 -0.18
C -0.33 -1.64 1.52
H -0.50 0.47 -0.10
H 0.34 -0.05 -0.59
O -0.02 -1.39 1.41
H -0.58 -0.45 -0.87
H -0.11 0.40 0.12
N -1.08 3.82 1.00
H -0.10 -0.14 0.32
C -0.35 -0.77 0.20
C 0.67 0.07 -0.22
H 0.19 0.26 0.23
C 0.56 -1.47 -0.98
C -1.46 0.41 1.45
O -0.91 -0.88 -1.03
C 1.73 0.92 -0.05
C 1.48 0.78 0.37
H -0.02 0.37 0.18
S 1.84 1.76 0.95
O -0.06 0.36 -0.43
H 0.04 0.52 0.02
H 0.18 -0.29 -0.40

- Strongest force on any atom: 4.50 eV Å⁻¹
- Gap between HOMO and LUMO: 9.0 eV
- E: -139594.3851 eV
- Net charge: 0

Mulliken population analysis, charges in e, atoms 1 to 5: 1.086, -0.128, 0.022, 0.050, 0.422